1.
{
  "formula": "C31H53NO2Si2Ti",
  "method": "wB97M-V/def2-TZVPD",
  "symbols": ["O", "O", "C", "C", "H", "H", "H", "H", "H", "C", "C", "H", "H", "H", "H", "H", "C", "C", "C", "H", "H", "H", "H", "H", "C", "H", "H", "H", "H", "H", "H", "Ti", "C", "Si", "H", "H", "C", "C", "C", "C", "Si", "H", "H", "C", "C", "C", "H", "H", "H", "H", "H", "H", "H", "H", "H", "H", "H", "H", "H", "H", "H", "H", "H", "H", "C", "C", "C", "C", "C", "C", "C", "C", "C", "C", "C", "C", "C", "C", "C", "N", "H", "H", "H", "H", "H", "H", "H", "H", "H", "H"],
  "positions_angstrom": [[-0.14, -1.52, -0.41], [-1.95, -0.36, -3.24], [0.77, -2.35, -1.19], [1.30, -3.53, -0.41], [1.59, -1.70, -1.51], [0.21, -2.65, -2.09], [1.72, -3.24, 0.56], [2.09, -4.02, -0.98], [0.53, -4.29, -0.24], [-1.29, -2.26, 0.19], [-2.41, -2.33, -0.82], [-1.61, -1.72, 1.10], [-0.96, -3.26, 0.50], [-2.72, -1.34, -1.16], [-3.28, -2.81, -0.36], [-2.11, -2.92, -1.70], [-3.04, 0.57, -3.43], [-1.77, -1.25, -4.36], [-4.23, 0.28, -2.54], [-3.38, 0.54, -4.49], [-2.64, 1.57, -3.22], [-4.63, -0.73, -2.70], [-5.02, 1.00, -2.78], [-3.99, 0.42, -1.47], [-3.00, -2.10, -4.63], [-0.90, -1.88, -4.11], [-1.53, -0.66, -5.26], [-3.32, -2.63, -3.72], [-2.76, -2.84, -5.39], [-3.83, -1.50, -5.00], [-0.36, -0.12, -2.05], [0.25, -0.17, 1.13], [0.36, 0.75, -2.03], [0.87, 1.45, -3.73], [-0.05, 1.55, -1.40], [1.31, 0.43, -1.60], [1.67, 0.07, -4.72], [2.14, 2.80, -3.37], [-0.42, 2.28, -4.82], [1.90, 0.90, 0.76], [3.13, 1.55, 2.02], [1.35, 1.73, 0.24], [2.46, 0.36, -0.02], [4.06, 2.96, 1.20], [4.38, 0.20, 2.41], [2.29, 2.12, 3.59], [0.05, 2.56, -5.78], [-0.77, 3.21, -4.35], [-1.28, 1.65, -5.05], [2.57, -0.30, -4.20], [1.98, 0.44, -5.71], [0.99, -0.78, -4.88], [2.74, 2.56, -2.49], [1.63, 3.76, -3.20], [2.82, 2.93, -4.23], [4.60, -0.39, 1.51], [4.04, -0.48, 3.19], [5.32, 0.67, 2.74], [2.22, 1.33, 4.34], [1.27, 2.49, 3.38], [2.86, 2.95, 4.03], [4.91, 3.29, 1.82], [3.40, 3.81, 1.04], [4.46, 2.64, 0.23], [-3.56, 2.01, 0.55], [-3.98, 2.01, 1.88], [-3.15, 1.48, 2.87], [-1.88, 0.94, 2.55], [-1.46, 0.95, 1.19], [-2.31, 1.47, 0.20], [-1.06, 0.33, 3.58], [-1.39, 0.38, 4.94], [-0.60, -0.25, 5.88], [0.54, -0.97, 5.47], [1.45, -1.56, 6.38], [2.58, -2.23, 5.94], [2.80, -2.38, 4.55], [1.90, -1.85, 3.62], [0.81, -1.09, 4.07], [0.01, -0.41, 3.15], [-4.21, 2.43, -0.21], [-4.95, 2.41, 2.16], [-3.50, 1.44, 3.90], [-2.00, 1.46, -0.85], [-2.27, 0.93, 5.24], [-0.85, -0.18, 6.94], [1.23, -1.45, 7.45], [3.29, -2.65, 6.65], [3.69, -2.91, 4.20], [2.03, -2.01, 2.55]],
  "homo_lumo_gap_ev": [6.67, 7.77],
  "homo_ha": [-0.3787, -0.4181],
  "multiplicity": 2,
  "e_tot_ha": -2846.52241,
  "lumo_ev": [-3.63, -3.61],
  "total_charge": 1
}

---

2.
{
  "formula": "C31H54As3BI2MnN2O3STe",
  "method": "wB97M-V/def2-TZVPD",
  "symbols": ["Mn", "C", "As", "C", "C", "C", "C", "C", "As", "C", "C", "C", "As", "C", "C", "H", "H", "H", "H", "H", "H", "H", "H", "H", "H", "H", "H", "H", "H", "H", "H", "H", "H", "H", "H", "H", "H", "H", "H", "H", "H", "H", "Te", "C", "C", "C", "C", "S", "H", "H", "H", "C", "C", "C", "C", "C", "C", "C", "C", "O", "B", "O", "C", "C", "H", "H", "H", "H", "H", "H", "H", "H", "H", "H", "H", "H", "C", "N", "C", "C", "C", "N", "C", "C", "O", "H", "H", "H", "H", "H", "H", "H", "H", "H", "H", "H", "H", "I", "I"],
  "positions_angstrom": [[0.44, 3.30, -0.79], [2.00, 2.96, 2.54], [2.44, 3.35, 0.71], [3.49, 4.98, 0.99], [4.00, 2.06, 0.58], [4.60, 1.84, -0.86], [4.76, 3.23, -1.55], [3.72, 0.89, -1.75], [1.96, 1.51, -2.21], [2.37, 2.18, -4.01], [1.16, -0.13, -2.97], [6.07, 1.37, -0.72], [6.89, -0.22, 0.33], [5.54, -1.26, 1.33], [6.86, -1.43, -1.16], [1.13, 2.33, 2.53], [1.66, 3.86, 3.07], [2.82, 2.54, 3.05], [4.48, 4.59, 1.34], [3.03, 5.56, 1.79], [3.58, 5.58, 0.11], [3.64, 1.09, 1.05], [4.79, 2.45, 1.25], [3.94, 3.49, -2.22], [5.59, 3.26, -2.31], [5.03, 3.95, -0.83], [3.76, -0.12, -1.33], [4.17, 0.87, -2.73], [2.88, 1.41, -4.54], [3.11, 3.01, -3.88], [1.54, 2.59, -4.48], [1.88, -0.59, -3.65], [0.21, 0.21, -3.33], [0.85, -0.84, -2.20], [6.55, 2.15, -0.17], [6.61, 1.16, -1.68], [5.21, -0.89, 2.32], [5.92, -2.22, 1.60], [4.63, -1.26, 0.70], [7.63, -2.17, -0.94], [7.29, -0.93, -2.07], [5.88, -1.88, -1.35], [1.50, -1.28, 1.89], [0.86, -0.10, 3.49], [-0.24, 0.71, 3.52], [-0.58, 1.10, 4.85], [0.30, 0.65, 5.75], [1.60, -0.24, 5.02], [-0.92, 0.88, 2.67], [-1.32, 1.81, 5.12], [0.43, 0.84, 6.81], [-6.10, -5.26, -1.03], [-4.59, -5.34, -1.30], [-4.47, -4.80, -2.74], [-3.89, -6.67, -1.17], [-3.95, -4.27, -0.33], [-4.63, -3.62, 0.73], [-3.94, -2.70, 1.57], [-2.58, -2.48, 1.28], [-1.66, -1.57, 1.84], [-0.49, -1.92, 1.25], [-0.64, -2.90, 0.24], [-1.95, -3.22, 0.37], [-2.62, -4.10, -0.50], [-6.58, -5.97, -1.61], [-6.59, -4.32, -1.33], [-6.37, -5.49, 0.03], [-5.32, -5.35, -3.31], [-3.61, -4.96, -3.31], [-4.72, -3.73, -2.85], [-4.28, -7.35, -1.94], [-3.99, -7.20, -0.26], [-2.77, -6.48, -1.23], [-5.67, -3.76, 0.95], [-4.58, -2.16, 2.26], [-1.93, -4.50, -1.27], [-2.95, 3.81, 1.66], [-3.21, 2.49, 1.09], [-4.60, 2.18, 0.83], [-4.76, 0.71, 0.54], [-3.82, 0.23, -0.60], [-2.51, 0.81, -0.41], [-1.39, 0.12, -1.10], [-2.22, 1.93, 0.33], [-1.02, 2.33, 0.45], [-2.71, 4.60, 0.89], [-2.15, 3.71, 2.40], [-3.81, 4.15, 2.27], [-4.94, 2.85, -0.04], [-5.17, 2.50, 1.72], [-5.76, 0.47, 0.08], [-4.66, 0.09, 1.44], [-4.20, 0.63, -1.52], [-3.68, -0.85, -0.64], [-1.79, -0.77, -1.60], [-0.59, -0.16, -0.36], [-0.97, 0.72, -1.88], [0.18, 5.70, 0.33], [-1.07, 3.66, -2.92]],
  "homo_lumo_gap_ev": [5.12, 7.57],
  "homo_ha": [-0.3842, -0.3842],
  "multiplicity": 5,
  "e_tot_ha": -10693.49813,
  "lumo_ev": [-5.34, -2.89],
  "total_charge": 1
}

---

3.
{
  "formula": "C31H54BFeN7O2PS3Si2",
  "method": "wB97M-V/def2-TZVPD",
  "symbols": ["Fe", "C", "Si", "C", "C", "N", "C", "C", "C", "C", "C", "C", "N", "Si", "C", "C", "C", "H", "H", "H", "H", "H", "H", "H", "H", "H", "H", "H", "H", "H", "H", "H", "H", "H", "H", "H", "H", "H", "H", "S", "C", "C", "C", "C", "C", "C", "S", "H", "H", "H", "H", "N", "C", "N", "S", "H", "H", "H", "H", "C", "C", "C", "O", "B", "O", "C", "C", "C", "H", "H", "H", "H", "H", "H", "H", "H", "H", "H", "H", "H", "C", "N", "C", "N", "C", "N", "C", "P", "C", "C", "H", "H", "H", "H", "H", "H", "H", "H", "H", "H", "H", "H"],
  "positions_angstrom": [[-0.85, -1.11, -0.84], [-2.28, -2.79, 2.32], [-3.36, -1.66, 1.28], [-3.44, 0.03, 2.16], [-5.11, -2.33, 1.63], [-2.83, -1.49, -0.33], [-3.62, -1.45, -1.48], [-4.93, -1.92, -1.54], [-5.72, -1.84, -2.70], [-5.18, -1.29, -3.84], [-3.86, -0.84, -3.82], [-3.04, -0.91, -2.68], [-1.73, -0.49, -2.66], [-0.98, 0.15, -4.04], [-1.78, 1.76, -4.69], [0.81, 0.61, -3.72], [-0.85, -1.04, -5.51], [-2.89, -3.26, 3.10], [-1.45, -2.26, 2.79], [-1.84, -3.57, 1.71], [-3.69, -0.09, 3.22], [-4.22, 0.64, 1.70], [-2.48, 0.54, 2.10], [-5.20, -2.39, 2.72], [-5.27, -3.34, 1.23], [-5.91, -1.69, 1.26], [-5.37, -2.38, -0.67], [-6.73, -2.23, -2.68], [-5.76, -1.22, -4.76], [-3.45, -0.43, -4.73], [-1.93, 2.45, -3.86], [-2.75, 1.59, -5.15], [-1.13, 2.24, -5.43], [0.93, 1.27, -2.87], [1.22, 1.10, -4.61], [1.39, -0.30, -3.52], [-1.80, -1.23, -6.02], [-0.48, -2.00, -5.14], [-0.14, -0.66, -6.26], [0.22, -3.06, -1.83], [0.98, -3.86, -0.47], [1.46, -5.17, -0.61], [2.06, -5.86, 0.43], [2.19, -5.25, 1.67], [1.72, -3.95, 1.83], [1.12, -3.24, 0.79], [0.62, -1.58, 1.09], [1.35, -5.64, -1.58], [2.42, -6.87, 0.27], [2.65, -5.77, 2.50], [1.81, -3.46, 2.79], [-1.30, 4.16, -1.16], [-1.74, 2.88, -0.79], [-2.93, 2.89, -0.06], [-0.60, 1.58, -0.40], [-0.97, 4.68, -0.35], [-0.53, 4.09, -1.82], [-3.63, 3.49, -0.48], [-3.29, 1.97, 0.14], [1.57, 1.53, 3.97], [0.18, 2.01, 3.55], [-0.83, 1.63, 4.62], [-0.17, 1.28, 2.36], [-0.16, 2.12, 1.30], [0.13, 3.42, 1.64], [0.12, 3.51, 3.08], [-1.18, 4.21, 3.46], [1.31, 4.35, 3.50], [1.55, 0.44, 3.98], [1.83, 1.90, 4.96], [2.34, 1.82, 3.26], [-0.74, 0.56, 4.81], [-1.85, 1.82, 4.29], [-0.64, 2.16, 5.55], [-2.04, 3.67, 3.06], [-1.18, 5.21, 3.02], [-1.29, 4.31, 4.54], [2.24, 3.96, 3.08], [1.41, 4.36, 4.59], [1.18, 5.37, 3.16], [5.49, 1.41, -0.07], [4.86, 0.52, 0.90], [5.31, -0.85, 0.62], [5.08, -1.29, -0.75], [5.69, -0.33, -1.65], [5.26, 1.06, -1.47], [3.83, 1.19, -1.80], [2.65, 0.11, -0.82], [3.40, 0.61, 0.82], [3.64, -1.45, -1.02], [6.58, 1.38, 0.11], [5.13, 2.43, 0.10], [4.79, -1.53, 1.30], [6.38, -0.90, 0.82], [5.48, -0.63, -2.68], [6.78, -0.36, -1.50], [3.70, 0.97, -2.87], [3.53, 2.23, -1.66], [2.95, -0.03, 1.59], [3.10, 1.64, 1.02], [3.50, -1.82, -2.04], [3.23, -2.21, -0.36]],
  "homo_lumo_gap_ev": [4.39, 4.52],
  "homo_ha": [-0.0201, -0.0258],
  "multiplicity": 6,
  "e_tot_ha": -5151.18590,
  "lumo_ev": [3.84, 3.82],
  "total_charge": -2
}